{"formula": "C62H39Cl4N6O5PbSTe", "method": "ωB97M-V/def2-TZVPD", "total_charge": -1, "energy_ha": -5790.8145, "relative_energy_kcal_mol": 8.0, "gap_ev": [5.2, 5.2], "symbols": ["Pb", "Cl", "C", "C", "C", "C", "C", "C", "C", "C", "C", "C", "C", "C", "C", "C", "C", "C", "Cl", "C", "C", "C", "N", "C", "C", "C", "C", "C", "C", "Cl", "C", "C", "C", "C", "C", "C", "N", "C", "C", "C", "C", "C", "N", "C", "C", "C", "C", "Cl", "C", "C", "C", "C", "N", "H", "H", "H", "H", "H", "H", "H", "H", "H", "H", "H", "H", "H", "H", "H", "H", "H", "H", "H", "H", "H", "H", "H", "H", "C", "C", "N", "C", "C", "N", "C", "O", "O", "C", "O", "O", "H", "H", "H", "H", "H", "Te", "O", "S", "C", "C", "C", "C", "C", "C", "C", "C", "C", "C", "C", "C", "H", "H", "H", "H", "H", "H", "H", "H", "H", "H"], "xyz": [[-0.046082, -0.594808, 0.114427], [-7.209021, -2.250857, -4.962840], [-6.049898, -2.141429, -3.668066], [-6.151312, -1.116932, -2.744332], [-5.236927, -1.041049, -1.706501], [-4.234672, -2.009394, -1.531108], [-4.105337, -2.967442, -2.550049], [-5.009294, -3.047898, -3.595733], [-3.237636, -1.919465, -0.441904], [-2.282896, -2.936851, -0.273891], [-2.517111, -4.359034, -0.423290], [-1.377746, -4.990800, -0.041256], [-0.415642, -3.961131, 0.304000], [0.938150, -4.190935, 0.667312], [1.416597, -5.604387, 0.562164], [1.724491, -6.341675, 1.705344], [2.083309, -7.680506, 1.620904], [2.148150, -8.285134, 0.376618], [2.581877, -9.969195, 0.265203], [1.877402, -7.569976, -0.777272], [1.505820, -6.235845, -0.677336], [1.857365, -3.239499, 1.114746], [1.624991, -1.930432, 1.344478], [2.747606, -1.310546, 1.807585], [2.806947, -0.004099, 2.279412], [4.137534, 0.609173, 2.559667], [5.054526, 0.073349, 3.462079], [6.303878, 0.649075, 3.649016], [6.644461, 1.778662, 2.927172], [8.224658, 2.484521, 3.125485], [5.728089, 2.377013, 2.076930], [4.475850, 1.803545, 1.917814], [1.661693, 0.819195, 2.573757], [1.697359, 1.975893, 3.447185], [0.410343, 2.363792, 3.640725], [-0.416094, 1.465846, 2.866505], [0.394535, 0.558477, 2.226316], [-1.815005, 1.502230, 2.792256], [-2.642974, 0.677207, 1.993475], [-4.063540, 0.553459, 2.116065], [-4.467735, -0.360678, 1.180421], [-3.286432, -0.814485, 0.503993], [-2.213790, -0.184277, 1.017259], [-2.526450, 2.474929, 3.673008], [-3.388640, 3.420951, 3.121592], [-4.049819, 4.341885, 3.921668], [-3.864938, 4.297177, 5.293144], [-4.688929, 5.451580, 6.307421], [-3.037070, 3.350923, 5.872099], [-2.371307, 2.445101, 5.057414], [3.877639, -2.269997, 1.772780], [3.296237, -3.533796, 1.357603], [-1.014280, -2.753362, 0.192357], [-6.935369, -0.376184, -2.835935], [-5.289482, -0.195339, -1.039862], [-3.253610, -3.629169, -2.559534], [-4.897104, -3.804573, -4.361177], [-3.464153, -4.814394, -0.669279], [-1.216643, -6.055526, 0.038033], [1.654015, -5.863458, 2.676266], [2.294105, -8.256009, 2.513962], [1.945108, -8.055306, -1.743014], [1.271567, -5.671967, -1.573046], [4.772979, -0.781760, 4.065731], [7.004810, 0.234539, 4.362651], [5.989939, 3.286058, 1.550390], [3.730368, 2.296125, 1.302184], [2.590895, 2.410099, 3.870017], [0.046134, 3.179793, 4.248056], [-4.682457, 1.044785, 2.852753], [-5.461635, -0.762912, 1.057906], [-3.532839, 3.440164, 2.048062], [-4.703033, 5.087193, 3.486876], [-2.918882, 3.324135, 6.947091], [-1.733519, 1.690868, 5.503769], [4.745925, -2.200816, 2.404020], [3.647051, -4.496563, 1.693830], [3.665586, 1.159494, -1.541042], [2.768903, 0.410003, -2.463961], [1.515878, 0.083831, -2.218231], [1.048549, -0.566771, -3.346279], [2.062963, -0.635094, -4.279190], [3.128608, -0.005305, -3.698244], [2.246814, -1.183732, -5.653002], [1.229406, -1.768753, -6.207409], [3.337309, -1.056901, -6.187901], [-0.402559, -0.979375, -3.445809], [-0.770560, -1.579184, -4.501190], [-1.147201, -0.658425, -2.501936], [3.063023, 1.818938, -0.921133], [4.393691, 1.750724, -2.102614], [4.206985, 0.469022, -0.887594], [4.020835, 0.078436, -4.157864], [0.378380, -1.743077, -5.567239], [4.527238, -2.742998, -0.322814], [1.216147, 3.071257, 0.197502], [0.128574, 2.522883, -0.667970], [0.531525, 3.088575, -2.339766], [1.477603, 4.089532, -2.474667], [1.876522, 4.475435, -3.747810], [1.354073, 3.832473, -4.864413], [0.411478, 2.821885, -4.713504], [-0.016632, 2.455235, -3.446148], [-1.253591, 3.675227, -0.463587], [-2.378785, 3.593718, -1.276832], [-3.391894, 4.526745, -1.119261], [-3.285433, 5.518176, -0.147039], [-2.175051, 5.561814, 0.684755], [-1.153055, 4.631082, 0.531491], [1.893926, 4.541765, -1.581319], [2.602586, 5.270557, -3.869945], [1.684900, 4.115906, -5.856732], [0.026091, 2.302744, -5.582694], [-0.753841, 1.668024, -3.315234], [-2.458190, 2.811285, -2.025297], [-4.262448, 4.488486, -1.763604], [-4.075733, 6.251301, -0.034895], [-2.101895, 6.317733, 1.458433], [-0.273821, 4.629476, 1.168423]], "forces_ev_per_a": [[0.273, 0.101, -0.692], [0.010, 0.002, -0.011], [-0.005, 0.027, 0.028], [0.017, 0.054, 0.114], [-0.013, -0.134, 0.027], [0.004, 0.016, 0.043], [-0.018, 0.048, 0.027], [0.002, -0.124, 0.045], [0.233, -0.182, 0.190], [-0.352, 0.239, -0.161], [0.205, -0.127, -0.098], [-0.118, 0.002, -0.004], [-0.035, 0.311, 0.028], [0.083, -0.105, 0.072], [-0.119, 0.074, -0.012], [-0.034, -0.080, -0.087], [0.020, 0.032, 0.081], [0.035, 0.104, 0.017], [0.007, -0.005, -0.006], [-0.054, -0.002, -0.077], [0.038, -0.028, 0.034], [-0.068, 0.187, -0.065], [-0.137, -0.461, 0.415], [-0.038, 0.372, 0.106], [-0.012, -0.221, -0.055], [-0.090, 0.043, 0.058], [0.000, 0.028, 0.044], [0.048, -0.048, 0.053], [-0.128, 0.022, -0.013], [0.010, 0.006, 0.009], [-0.016, 0.039, 0.024], [0.013, -0.024, -0.049], [-0.251, 0.050, 0.145], [0.083, -0.106, -0.029], [-0.054, -0.042, -0.091], [-0.181, 0.164, 0.030], [0.018, -0.107, 0.338], [0.213, -0.117, -0.039], [-0.174, -0.089, 0.072], [0.134, 0.048, 0.033], [0.052, -0.127, -0.067], [0.044, 0.265, 0.026], [-0.228, -0.113, 0.057], [-0.004, -0.044, -0.069], [0.005, 0.062, -0.024], [0.004, -0.050, -0.029], [0.036, -0.001, -0.035], [-0.003, -0.010, -0.001], [0.020, -0.026, -0.003], [-0.006, -0.001, 0.044], [-0.034, 0.008, -0.258], [-0.141, 0.136, -0.055], [0.134, -0.377, 0.470], [0.049, -0.008, -0.038], [-0.044, -0.014, 0.036], [-0.004, 0.031, -0.046], [0.038, 0.051, 0.009], [0.057, 0.027, -0.043], [-0.010, 0.056, 0.010], [-0.026, -0.034, -0.024], [0.008, 0.028, -0.052], [-0.004, 0.024, 0.049], [0.021, -0.026, 0.023], [0.029, -0.010, -0.068], [-0.019, -0.013, -0.053], [-0.011, -0.025, 0.031], [0.065, -0.085, -0.097], [-0.073, -0.003, 0.019], [0.101, -0.030, -0.065], [0.039, -0.021, -0.068], [0.027, 0.046, -0.050], [0.027, 0.025, 0.021], [0.013, -0.022, -0.001], [0.004, -0.014, -0.018], [0.000, 0.052, -0.035], [-0.018, -0.020, -0.025], [0.084, 0.039, -0.076], [0.070, -0.163, -0.099], [-0.215, -0.073, -0.109], [0.289, 0.055, -0.613], [0.194, 0.116, 0.179], [-0.365, -0.164, -0.002], [0.219, 0.022, 0.094], [0.512, 0.384, 0.416], [-1.332, -0.206, 0.436], [-0.247, -0.075, 0.025], [-0.219, -0.169, -0.425], [0.768, 0.082, -0.142], [0.017, 0.052, 0.193], [-0.002, 0.063, 0.048], [-0.057, -0.013, 0.068], [-0.018, 0.030, 0.001], [0.022, 0.026, -0.034], [0.600, 0.068, -0.245], [0.009, -0.088, 0.173], [-0.041, -0.288, 0.036], [-0.017, 0.999, -0.296], [0.042, -0.193, -0.065], [0.027, 0.042, 0.082], [-0.048, -0.055, -0.049], [0.016, 0.023, 0.043], [-0.002, 0.082, -0.031], [-0.138, -0.058, 0.066], [-0.101, -0.054, 0.088], [0.017, -0.081, 0.066], [0.002, -0.004, 0.012], [0.028, -0.012, 0.030], [-0.023, -0.008, -0.041], [0.110, -0.018, 0.036], [0.012, -0.022, -0.052], [-0.001, -0.041, 0.019], [0.003, -0.018, 0.038], [-0.033, 0.024, 0.039], [0.147, -0.043, 0.000], [-0.010, 0.077, 0.030], [0.025, -0.022, 0.045], [0.019, -0.028, -0.003], [-0.006, -0.036, -0.032], [-0.055, 0.041, -0.071]]}